C44H41ClMoN2O7P2S | the ωB97M-V functional and the def2-TZVPD basis

XYZ file:
```
99
Properties=species:S:1:pos:R:3:forces:R:3:mulliken_spin:R:1
Mo 0.11664 1.03862 1.42650 0.02 -0.44 0.48 1.9527
O -1.16735 -1.46517 4.63490 0.06 0.00 0.01 0.0055
C -0.72490 -0.53836 3.83758 -0.21 0.06 -0.10 0.0071
O -0.91540 -0.55032 2.61289 0.20 0.02 0.05 0.0024
C 0.00715 0.58425 4.45774 -0.04 0.00 0.03 0.0126
C 0.34274 0.75053 5.78157 0.00 -0.01 0.02 0.0067
C 1.06249 1.90095 6.12735 0.00 0.01 -0.03 0.0088
C 1.42776 2.81121 5.15228 -0.01 -0.01 0.01 0.0003
C 1.05807 2.55195 3.83647 0.03 0.05 -0.02 0.0390
N 0.34801 1.48461 3.52892 -0.05 0.14 -0.15 -0.0656
C 1.43610 3.38541 2.63001 -0.06 -0.05 0.02 -0.0028
O 2.02022 4.41908 2.72683 0.00 0.02 -0.02 0.0237
O 0.99391 2.85032 1.48942 0.08 -0.03 -0.06 0.0126
H -1.61844 -2.16989 4.13845 0.00 0.00 0.01 -0.0017
H 0.06217 0.01218 6.51962 0.00 0.00 0.00 0.0001
H 1.34468 2.06713 7.15800 0.00 -0.01 0.01 -0.0001
H 2.00510 3.69914 5.37062 0.00 0.00 0.00 0.0001
C -5.43789 1.15286 -4.78541 0.00 -0.02 0.00 0.0000
S -4.60152 -0.42344 -5.04569 -0.01 0.01 0.00 0.0001
C -2.89150 0.08332 -4.77313 0.01 -0.02 0.00 0.0001
C -2.54224 0.25699 -3.30084 0.00 0.00 0.01 -0.0024
C -1.09322 0.67613 -3.09904 -0.10 0.00 0.01 0.0032
N -0.73243 0.73744 -1.67327 0.20 0.02 -0.04 -0.0321
P -0.72328 1.99984 -0.61056 -0.22 0.09 -0.05 0.0402
C -0.51094 3.60190 -1.31108 0.04 0.07 -0.04 -0.0116
C -1.62867 4.29802 -1.78215 0.03 0.00 -0.01 -0.0042
C -1.45044 5.53660 -2.37314 -0.01 -0.01 0.00 -0.0006
C -0.17327 6.07432 -2.48074 0.01 0.01 0.00 -0.0007
C 0.93395 5.38772 -1.99761 -0.01 0.00 -0.01 -0.0001
C 0.77318 4.14568 -1.40911 -0.02 0.00 0.03 0.0107
C -2.14805 1.90347 0.48471 -0.04 0.14 -0.02 0.0090
C -2.12090 2.73820 1.61738 0.01 -0.02 0.05 -0.0297
C -3.06934 2.56419 2.62609 0.00 0.01 -0.01 0.0261
C -4.03466 1.58117 2.50208 0.00 0.01 0.00 0.0039
C -4.06952 0.75694 1.37452 0.01 -0.01 0.00 -0.0013
C -3.12546 0.89922 0.37924 0.01 -0.05 0.01 -0.0137
P 0.04162 -0.44758 -0.71882 0.08 0.01 -0.05 -0.0756
C -0.87985 -1.97345 -0.90420 -0.07 0.00 0.06 -0.0243
C -1.81791 -2.33464 0.06402 0.03 -0.04 -0.06 -0.0005
C -2.60679 -3.45942 -0.12008 0.01 0.02 0.00 0.0001
C -2.46552 -4.22593 -1.26834 0.00 -0.01 0.02 0.0001
C -1.54352 -3.86395 -2.24110 0.01 0.00 -0.01 -0.0007
C -0.75245 -2.74090 -2.06591 0.03 0.02 0.00 0.0018
C 1.67234 -0.66069 -1.43600 0.00 0.03 -0.02 -0.0514
C 2.33004 0.46864 -1.93055 -0.02 0.00 -0.01 0.0257
C 3.58457 0.34851 -2.49829 0.02 -0.01 0.00 0.0039
C 4.18740 -0.90140 -2.58189 0.01 0.01 0.00 -0.0018
C 3.54384 -2.02144 -2.08017 -0.03 -0.01 0.01 0.0022
C 2.29300 -1.90610 -1.49093 -0.05 -0.01 0.01 0.0095
H -6.49471 0.97907 -4.97764 0.00 0.01 0.00 0.0000
H -5.07646 1.90203 -5.48850 0.00 0.00 0.00 0.0000
H -5.33158 1.51266 -3.76249 0.00 0.00 0.00 0.0000
H -2.69049 0.99595 -5.33986 -0.01 0.00 0.00 -0.0001
H -2.27815 -0.70687 -5.21165 0.01 0.01 0.00 0.0000
H -2.72441 -0.68750 -2.78041 -0.01 0.01 0.00 -0.0002
H -3.19796 1.00845 -2.84774 0.00 0.00 -0.01 0.0004
H -0.90195 1.65839 -3.53853 0.02 0.00 0.00 0.0000
H -0.40590 -0.02552 -3.57816 0.00 0.01 0.00 0.0002
H -2.62221 3.87699 -1.68236 -0.01 0.01 -0.01 0.0001
H -2.30472 6.08638 -2.74338 0.00 0.00 0.00 -0.0001
H -0.04089 7.04649 -2.93652 0.00 0.00 0.00 0.0000
H 1.91889 5.82819 -2.06666 0.00 0.00 0.00 0.0001
H 1.62478 3.62354 -0.99127 -0.01 0.01 -0.01 0.0026
H -1.41302 3.55819 1.66698 -0.02 0.01 0.01 -0.0054
H -3.06622 3.22256 3.48480 0.00 0.00 0.00 -0.0004
H -4.78294 1.46278 3.27486 0.00 0.00 0.00 0.0009
H -4.84452 0.00792 1.27714 0.00 0.00 0.00 0.0002
H -3.14120 0.25348 -0.49047 0.01 0.00 0.00 0.0086
H -1.92559 -1.74173 0.96007 -0.01 0.01 0.02 0.0135
H -3.33164 -3.74245 0.63204 0.00 -0.01 0.00 0.0001
H -3.07544 -5.10843 -1.40672 0.00 0.00 0.00 0.0000
H -1.43758 -4.45982 -3.13734 0.00 0.00 0.00 -0.0003
H -0.04036 -2.46759 -2.83394 0.04 0.00 0.01 0.0001
H 1.86026 1.44493 -1.89149 0.00 -0.01 -0.01 -0.0298
H 4.08978 1.22321 -2.88457 0.00 0.00 0.00 -0.0002
H 5.16285 -0.99857 -3.03958 0.00 0.00 0.00 0.0000
H 4.01342 -2.99349 -2.14227 -0.02 0.01 -0.02 -0.0002
H 1.81066 -2.78449 -1.08130 -0.03 -0.01 -0.03 -0.0010
C 5.11878 -3.96885 0.27955 -0.01 -0.01 0.02 0.0000
C 3.66729 -4.03124 0.65857 0.03 0.02 0.00 -0.0004
C 2.86684 -5.10480 0.30282 -0.04 -0.02 -0.02 0.0002
C 1.53193 -5.15862 0.68860 0.02 -0.01 -0.01 0.0001
Cl 0.55162 -6.50688 0.20860 0.00 0.02 0.00 0.0000
C 0.98684 -4.15503 1.46283 0.01 0.01 -0.01 -0.0001
C 1.77211 -3.06256 1.81668 -0.02 0.00 -0.01 -0.0174
C 3.08998 -2.98941 1.39541 0.01 -0.03 0.04 0.0035
O 3.91150 -1.91682 1.61614 -0.01 0.03 -0.01 0.0038
C 3.68828 -1.05413 2.70311 -0.02 0.00 -0.01 -0.0088
C 2.86688 0.19068 2.38246 0.02 0.01 0.09 -0.0039
O 3.19790 1.28262 2.77522 -0.02 0.01 0.03 0.0240
O 1.73556 -0.05662 1.73025 0.09 -0.03 -0.21 0.1132
H 5.39186 -4.81223 -0.35227 -0.01 0.00 0.00 0.0000
H 5.74777 -3.99192 1.17036 0.00 0.00 0.01 -0.0001
H 5.35038 -3.04064 -0.24334 0.03 -0.01 0.03 -0.0001
H 3.28696 -5.91949 -0.27323 0.00 0.00 0.00 0.0000
H -0.04710 -4.21945 1.77470 0.00 0.00 0.00 0.0001
H 1.33733 -2.25541 2.38710 0.00 -0.02 -0.01 0.0097
H 4.66083 -0.70835 3.04512 0.01 0.00 -0.01 0.0000
H 3.19421 -1.57945 3.52916 0.01 0.01 0.02 -0.0005
```
Forces are in eV/Å.

Its HOMO energy (alpha / beta) is -12.5 / -12.5 eV. The expectation value of S² is 2.03. Its net charge is +2. The multiplicity is 3. The value obtained for the total energy is -107387.313 eV.